Record 1
56
Properties=species:S:1:pos:R:3:lowdin_charge:R:1 method="wB97M-V/def2-TZVPD" total_charge=+1 orbital_gap_ev=6.9 lumo_energy_ev=-5.9 e_homo_ev=-12.776
S 1.74 -3.00 1.89 0.670
S 0.08 3.37 -3.17 0.686
S 2.33 -3.40 -5.11 0.683
O 1.30 -3.29 -6.12 -0.234
O -1.21 4.17 1.22 0.045
O 2.84 -1.90 -4.72 -0.188
O 2.43 -1.88 2.85 -0.218
O 2.96 -4.09 1.91 -0.184
O 0.73 3.55 -4.45 -0.209
O -1.51 3.10 -3.43 -0.187
O 0.61 -3.57 2.59 -0.234
O 0.46 1.89 -2.61 -0.199
O 1.64 -2.46 0.55 -0.254
O 0.21 4.31 -2.09 -0.238
O 3.49 -4.25 -5.26 -0.230
O 1.61 -3.75 -3.69 -0.194
N -4.60 -0.83 2.08 0.248
N -3.09 1.10 1.09 0.014
N -5.08 1.77 2.16 0.010
C -1.78 1.71 -3.27 -0.167
C -0.74 1.20 -2.27 -0.187
C 4.13 -3.45 2.42 -0.166
C -4.31 0.49 1.80 -0.109
C 3.62 -2.42 3.42 -0.164
C 0.23 2.27 2.59 -0.163
C 2.04 -2.81 -2.71 -0.184
C -2.55 1.98 2.23 -0.189
C 0.87 1.07 1.66 -0.113
C 2.27 -1.51 -3.47 -0.174
C -3.96 2.71 2.65 -0.131
B -1.20 2.88 1.96 -0.285
H 0.22 0.93 0.67 0.071
H 1.29 -2.71 -1.92 0.112
H 2.00 1.24 1.36 0.100
H 2.94 -0.83 -2.94 0.140
H -3.98 2.50 3.83 0.145
H 1.06 3.09 2.72 0.118
H -4.38 -1.65 1.45 0.180
H 0.85 0.06 2.28 0.074
H -2.80 1.56 -2.90 0.132
H 1.32 -1.00 -3.68 0.118
H 4.64 -2.97 1.58 0.135
H -1.01 1.46 -1.25 0.098
H -0.07 1.82 3.65 0.112
H -2.33 1.19 3.07 0.154
H -5.08 -1.06 3.00 0.180
H -1.67 1.22 -4.24 0.140
H -0.59 0.11 -2.34 0.132
H 3.36 -2.89 4.37 0.136
H -3.43 1.76 0.32 0.137
H -0.59 4.10 0.43 0.108
H -5.38 2.25 1.28 0.143
H 4.35 -1.62 3.60 0.141
H 2.97 -3.18 -2.27 0.136
H 4.80 -4.18 2.88 0.143
H -4.05 3.85 2.39 0.158

Record 2
111
Properties=species:S:1:pos:R:3:lowdin_charge:R:1 method="wB97M-V/def2-TZVPD" total_charge=-1 orbital_gap_ev=1.1 lumo_energy_ev=-2.9 e_homo_ev=-4.000
V 3.25 5.32 2.69 1.110
F 2.03 -3.00 -7.35 0.119
F -0.05 -1.72 1.66 0.173
F -0.48 -1.67 -0.46 0.121
F 1.00 -4.79 -7.08 0.128
F 2.38 -4.65 -8.77 0.125
F -1.46 -0.33 0.99 0.157
O -5.08 10.47 -3.59 -0.110
O 4.62 -4.34 -6.58 -0.185
O 3.72 -6.36 -7.05 -0.116
O -2.15 0.57 9.63 -0.132
O 4.08 6.08 3.82 -0.381
O 3.29 -6.02 8.90 -0.126
O 1.13 7.89 -10.09 -0.129
O 2.98 6.35 1.49 -0.369
O -6.10 -7.66 5.04 -0.113
O 5.61 -0.88 7.12 -0.110
O -6.99 0.87 -8.17 -0.136
O 1.37 0.80 1.54 -0.169
O 7.18 4.02 0.60 -0.133
O 0.40 1.32 -0.36 -0.094
O -1.50 5.91 4.49 -0.128
O -7.09 -1.44 8.19 -0.108
O 7.48 -1.14 -1.12 -0.130
O 4.28 -8.45 -0.40 -0.120
O -8.16 5.66 -3.37 -0.117
C 3.38 -4.98 -6.65 -0.409
C 8.20 4.93 0.22 -0.163
C -3.89 9.98 -4.13 -0.194
C 3.31 -8.68 -7.20 -0.084
C -7.72 -0.91 7.05 -0.188
C 2.73 -7.35 -6.68 -0.270
C 2.18 -4.34 -7.48 -0.575
C -0.35 2.31 -2.43 -0.085
C 0.11 7.57 -9.16 -0.163
C -9.50 5.75 -3.80 -0.176
C 0.77 0.18 0.43 -0.411
C -2.79 5.36 4.22 -0.165
C -1.43 0.01 8.54 -0.161
C 3.37 -8.01 0.59 -0.173
C 8.02 -2.05 -0.17 -0.167
C 5.62 0.10 8.11 -0.197
C -0.33 -0.93 0.66 -0.615
C 0.08 0.99 -1.73 -0.263
C 1.87 -6.02 9.04 -0.163
C -5.85 0.77 -7.28 -0.148
C -5.16 -6.87 5.67 -0.196
H 3.51 -6.94 0.78 0.082
H 3.48 -8.60 1.49 0.070
H 7.82 5.94 0.41 0.078
H 1.01 8.82 -10.29 0.067
H 1.60 -5.59 10.01 0.073
H -6.96 -7.23 5.10 0.077
H -1.13 2.81 -1.85 0.067
H 6.42 -0.14 8.80 0.079
H 4.22 -9.40 -0.48 0.071
H 0.25 8.24 -8.31 0.073
H -6.96 1.72 -8.62 0.063
H -6.01 -0.10 -6.65 0.075
H -1.19 0.81 7.84 0.072
H 0.46 3.03 -2.41 0.065
H 5.92 1.03 7.62 0.076
H 1.73 -7.14 -7.08 0.097
H 8.51 -1.48 0.62 0.071
H -10.18 5.64 -2.96 0.068
H -4.05 9.53 -5.11 0.073
H 0.84 0.56 -2.37 0.117
H 9.09 4.77 0.82 0.072
H -3.07 5.79 3.26 0.073
H -8.10 0.10 7.18 0.072
H 8.80 -2.69 -0.60 0.074
H -7.07 -0.92 6.17 0.076
H 8.46 4.76 -0.83 0.079
H -5.54 -6.40 6.58 0.072
H 7.45 3.23 0.14 0.071
H -3.06 10.68 -4.24 0.079
H -1.71 1.38 9.89 0.068
H -4.93 -6.02 5.03 0.077
H 1.60 -0.30 -0.08 0.145
H -9.67 6.73 -4.25 0.079
H 1.54 -7.05 8.94 0.073
H -4.33 -7.49 5.98 0.083
H -0.79 0.34 -1.86 0.103
H 0.13 6.53 -8.84 0.081
H 2.35 -8.16 0.25 0.071
H 1.35 -5.54 8.21 0.075
H -6.28 -0.94 8.29 0.074
H 4.20 -8.91 -6.61 0.068
H -3.60 5.55 4.93 0.073
H 7.19 -2.60 0.27 0.076
H 7.14 -1.63 -1.88 0.076
H -3.60 9.19 -3.45 0.078
H -7.82 6.56 -3.34 0.070
H -1.64 6.80 4.82 0.068
H -5.80 1.65 -6.65 0.074
H 3.51 -5.18 8.49 0.068
H 4.68 0.24 8.66 0.074
H 3.51 -8.56 -8.27 0.069
H 2.94 -5.04 -5.65 0.127
H -2.78 4.28 4.08 0.079
H -9.75 4.89 -4.42 0.077
H -8.60 -1.46 6.74 0.074
H 5.14 -0.47 6.39 0.078
H 2.72 -9.60 -7.15 0.056
H 2.55 -7.38 -5.61 0.105
H -0.46 -0.34 8.88 0.072
H -2.01 -0.74 7.99 0.080
H -0.66 2.07 -3.45 0.070
H -4.92 0.56 -7.80 0.072
H -0.86 7.75 -9.62 0.071
H -4.95 11.42 -3.54 0.074

Record 3
116
Properties=species:S:1:pos:R:3:lowdin_charge:R:1 method="wB97M-V/def2-TZVPD" total_charge=-1 orbital_gap_ev="4.0 / 5.4" spin_multiplicity=5 lumo_energy_ev="1.0 / 1.0" e_homo_ev="-3.032 / -4.419"
Cr -0.47 0.27 0.12 0.804
S 0.00 2.03 1.85 0.745
S 2.36 3.88 1.61 0.861
S 3.77 -0.45 0.79 0.761
O -0.01 -0.92 1.49 -0.222
O -0.80 2.27 -1.03 -0.132
O -2.24 0.12 -0.71 -0.161
N 1.84 1.99 -0.11 -0.037
N 1.24 0.95 -0.62 -0.109
N -0.36 -1.43 -0.86 0.002
C 0.51 -4.84 0.32 -0.180
C -2.94 -0.17 -3.04 -0.070
C 0.52 3.03 -4.83 -0.117
C 1.03 1.95 -4.16 -0.041
C 0.59 -6.31 -0.10 -0.556
C 1.01 5.95 0.37 -0.294
C -2.48 -3.09 -6.30 -0.053
C -0.74 3.71 -2.88 -0.039
C 1.72 -3.96 4.31 -0.072
C -0.33 -6.61 -1.29 -0.066
C 2.15 5.01 0.16 -0.386
C 1.40 2.50 1.03 -1.081
C -0.29 2.57 -2.16 -0.348
C -2.63 -0.86 -4.21 -0.003
C -0.83 -2.06 -3.22 0.019
C -1.37 6.37 0.49 -0.074
C 2.04 -6.63 -0.48 -0.050
C -0.33 3.94 -4.17 -0.105
C 0.77 -3.15 2.09 -0.091
C 0.07 -2.52 -0.16 -0.180
C -5.41 0.03 -3.41 -0.053
C -1.26 -2.35 -5.72 -0.556
C 2.15 -0.37 -2.49 -0.025
C -4.12 0.82 -3.11 -0.528
C 0.17 -7.23 1.06 -0.063
C -4.35 1.62 -1.82 -0.051
C -0.31 5.51 0.21 -0.036
C 1.78 -1.55 3.79 -0.042
C -2.13 -0.42 -1.91 -0.249
C 0.98 -2.84 3.58 -0.528
C -1.08 -1.38 -2.04 -0.187
C 0.73 1.75 -2.79 -0.110
C 4.53 -2.10 0.84 -0.404
C 0.32 -2.17 1.19 -0.255
C 0.13 -3.85 -0.58 0.042
C -0.42 -2.69 4.20 -0.036
C -1.12 7.66 0.92 -0.105
C 0.18 8.11 1.06 -0.101
C -0.87 -1.20 -6.66 -0.045
C 1.24 7.25 0.79 -0.059
C 4.67 0.32 2.15 -0.399
C -1.59 -1.77 -4.35 -0.175
C 0.87 -4.46 1.62 0.002
C 1.36 0.80 -1.99 -0.254
C -3.87 1.83 -4.24 -0.042
C -0.09 -3.34 -5.67 -0.070
H -3.34 -2.43 -6.40 0.073
H -1.01 -3.59 4.04 0.086
H 2.71 -6.40 0.35 0.080
H 2.66 -4.22 3.80 0.084
H -0.01 -6.07 -2.18 0.070
H 0.07 -3.76 -6.67 0.080
H 4.01 -2.70 0.09 0.025
H -6.25 0.72 -3.53 0.079
H 0.00 -2.75 -3.26 0.097
H -0.30 -4.17 -4.99 0.081
H -0.78 -6.92 1.48 0.091
H 5.70 0.52 1.86 0.029
H -5.31 -0.55 -4.32 0.071
H -4.68 2.56 -4.28 0.082
H -3.81 1.34 -5.22 0.071
H -5.63 -0.65 -2.59 0.088
H -0.17 -4.09 -1.59 0.089
H 2.10 -1.18 -1.77 0.067
H -0.04 -0.64 -6.22 0.081
H 2.16 -7.69 -0.74 0.079
H -0.34 -2.51 5.28 0.081
H -0.51 4.50 -0.13 0.086
H 2.01 4.36 -0.70 0.072
H 4.16 1.26 2.37 0.012
H -3.24 -0.65 -5.09 0.096
H -3.47 2.20 -1.55 0.076
H -0.31 -7.68 -1.52 0.079
H -5.19 2.31 -1.98 0.081
H -0.94 -1.84 3.75 0.085
H 0.38 9.12 1.39 0.094
H 2.26 7.59 0.91 0.106
H 0.83 -2.85 -5.36 0.080
H 2.79 -1.67 3.41 0.055
H 1.75 -0.72 -3.45 0.069
H 1.71 1.28 -4.66 0.103
H 0.91 -7.24 1.86 0.072
H -4.59 0.97 -0.99 0.083
H -1.35 -6.32 -1.06 0.093
H 2.35 -6.03 -1.34 0.084
H 1.11 -4.87 4.39 0.078
H 1.32 -0.71 3.28 0.066
H 0.78 3.19 -5.87 0.088
H -2.24 -3.50 -7.28 0.078
H 4.38 -2.54 1.82 0.020
H 1.96 -3.63 5.32 0.080
H 3.20 -0.08 -2.62 0.089
H 5.59 -2.03 0.59 0.027
H 3.10 5.54 0.07 0.070
H -2.76 -3.92 -5.64 0.088
H -1.69 -0.51 -6.81 0.078
H -2.93 2.36 -4.06 0.074
H 1.83 -1.32 4.86 0.086
H -2.38 6.01 0.36 0.105
H -1.95 8.33 1.13 0.094
H -0.70 4.81 -4.70 0.095
H 0.07 -8.26 0.70 0.077
H -1.45 4.37 -2.39 0.108
H -0.55 -1.59 -7.63 0.080
H 1.21 -5.22 2.30 0.087
H 4.63 -0.32 3.03 0.024

Record 4
14
Properties=species:S:1:pos:R:3:lowdin_charge:R:1 method="wB97M-V/def2-TZVPD" total_charge=0 orbital_gap_ev=9.7 smiles="C[C@H]1C=CNC1=O" lumo_energy_ev=1.0 e_homo_ev=-8.759
O -1.63 0.76 1.41 0.092
N -1.59 -0.93 -0.17 0.087
C 1.21 1.27 0.64 -0.053
C -1.11 0.21 0.46 -0.444
C -0.49 -1.58 -0.77 -0.106
C 0.19 0.57 -0.24 -0.288
C 0.56 -0.77 -0.81 -0.064
H 0.80 2.20 1.05 0.083
H -0.11 1.23 -1.07 0.162
H 2.11 1.50 0.06 0.079
H 1.50 0.62 1.48 0.089
H 1.54 -1.03 -1.19 0.103
H -2.34 -1.44 0.26 0.144
H -0.62 -2.59 -1.11 0.115

Record 5
158
Properties=species:S:1:pos:R:3:lowdin_charge:R:1 method="wB97M-V/def2-TZVPD" total_charge=+1 orbital_gap_ev=6.4 lumo_energy_ev=-3.7 e_homo_ev=-10.132
S 8.26 -1.83 5.93 0.213
P 1.52 2.22 -2.60 0.647
P -4.56 -0.67 -5.59 0.673
P -3.88 1.08 1.41 0.648
P -0.17 2.68 8.60 0.645
P 2.09 -2.91 2.94 0.923
P 7.31 -1.03 4.44 0.448
P -5.86 -3.46 -10.84 0.646
P -0.56 6.79 1.90 0.668
O -0.98 3.16 7.21 -0.283
O -6.31 -2.07 -10.51 -0.264
O -2.40 1.03 1.67 -0.299
O -5.91 -3.76 -12.45 -0.249
O 0.20 6.40 3.37 -0.226
O 0.50 7.99 1.56 -0.240
O -4.26 0.55 -0.09 -0.243
O -4.22 -3.06 -10.93 -0.239
O -0.29 1.10 8.16 -0.261
O -4.20 -0.43 2.09 -0.237
O -1.76 7.31 2.64 -0.265
O 1.16 0.79 -1.87 -0.255
O -1.26 6.93 0.36 -0.320
O 1.31 2.68 3.54 0.121
O 5.37 -7.00 2.31 0.057
O 2.91 2.41 -1.64 -0.227
O 6.21 -5.91 4.03 0.148
O -3.12 -0.74 -6.49 -0.239
O -6.08 -0.86 -4.87 -0.298
O 0.17 2.26 10.20 -0.225
O 1.55 -4.01 1.81 -0.274
O -3.93 0.16 -4.50 -0.277
O 2.26 2.04 -3.88 -0.254
O -0.05 2.36 -3.17 -0.293
O 2.35 0.95 2.57 -0.102
O -5.24 0.28 -6.73 -0.253
O 1.18 3.25 8.31 -0.266
O -7.32 -4.28 -10.64 -0.298
O -4.03 2.68 0.92 -0.277
N 5.67 -2.97 4.86 0.035
N 6.65 -1.75 1.59 0.063
N 3.49 -1.67 1.09 0.064
N 0.97 -1.59 2.80 -0.141
N 4.51 -1.26 3.40 -0.100
N 5.35 -3.48 -0.43 0.021
C 4.72 0.13 2.87 -0.102
C 4.33 -4.80 2.96 -0.094
C -2.31 7.88 0.19 -0.125
C 4.78 -3.54 2.14 -0.245
C 2.70 2.79 -0.27 -0.129
C -0.20 3.40 6.05 -0.130
C 3.67 -1.10 4.62 -0.033
C 7.40 -3.76 2.46 -0.114
C -5.93 -5.13 -12.88 -0.114
C 8.46 -3.93 3.34 0.002
C -5.53 0.92 -0.65 -0.107
C -6.24 -0.32 -7.59 -0.110
C -0.93 1.80 11.02 -0.115
C -5.59 -0.81 2.25 -0.113
C -3.28 -4.15 -11.07 -0.117
C -3.11 -1.60 -7.65 -0.121
C 3.66 1.22 3.05 -0.165
C 1.46 7.78 0.52 -0.112
C 3.86 -2.26 2.43 -0.380
C 1.41 5.64 3.26 -0.134
C -1.60 0.55 7.96 -0.122
C 5.77 -2.03 3.78 -0.496
C 6.16 -2.86 2.52 -0.355
C 1.35 1.54 3.28 -0.324
C -8.52 -3.54 -10.79 -0.116
C -2.88 3.31 0.37 -0.116
C -6.49 0.11 -3.92 -0.128
C 4.73 -4.16 0.68 -0.200
C 0.11 0.79 -0.89 -0.112
C 5.40 -5.89 3.18 -0.480
C -0.36 1.76 -4.43 -0.100
H -3.65 -2.53 -7.46 0.077
H 6.34 -3.73 4.84 0.065
H 2.89 -2.30 0.57 0.071
H -0.88 3.50 5.20 0.099
H -5.97 -1.22 1.31 0.086
H 1.12 8.27 -0.40 0.091
H -6.24 1.22 0.13 0.085
H 2.93 -0.83 1.20 0.061
H 2.27 6.29 3.06 0.089
H -2.44 2.68 -0.41 0.081
H -2.48 7.97 -0.88 0.091
H -5.56 -5.80 -12.11 0.079
H -3.23 7.53 0.66 0.083
H -0.66 1.95 12.06 0.089
H 4.99 0.13 1.80 0.127
H 4.03 2.12 2.52 0.146
H 3.62 3.25 0.10 0.089
H 0.84 -1.39 1.80 0.027
H -5.94 0.07 -1.18 0.070
H 9.30 -3.22 3.43 0.057
H -9.34 -4.26 -10.83 0.093
H -5.30 -5.23 -13.76 0.090
H 5.92 -1.47 0.93 0.057
H 4.64 -7.54 2.65 0.124
H 7.42 -2.08 1.02 0.083
H 3.49 -2.03 5.19 0.096
H 7.42 -4.42 1.56 0.133
H -6.35 1.12 -4.31 0.099
H -2.16 3.53 1.15 0.077
H 0.51 0.88 3.58 0.152
H -1.84 2.36 10.81 0.082
H 1.32 4.89 2.47 0.054
H -3.57 -5.01 -10.47 0.081
H 3.51 -5.34 2.46 0.113
H 3.65 -4.26 0.44 0.113
H -0.08 1.78 -0.49 0.071
H -5.95 -0.02 -2.98 0.039
H -1.83 0.53 6.90 0.083
H -0.81 0.40 -1.34 0.097
H -3.20 -4.44 -12.12 0.085
H 2.48 1.90 0.32 0.060
H -6.95 -5.41 -13.14 0.089
H 2.41 8.20 0.82 0.090
H 8.25 -0.79 3.40 -0.007
H 2.67 -0.68 4.48 0.088
H -1.62 -0.46 8.36 0.088
H -5.65 -1.57 3.02 0.087
H -8.69 -2.89 -9.93 0.083
H 6.35 -3.35 -0.37 0.061
H 3.99 -4.55 3.98 0.101
H 1.89 3.51 -0.18 0.078
H 5.10 -5.20 0.65 0.125
H 6.91 0.26 4.91 -0.023
H 0.40 0.13 -0.06 0.064
H -6.20 0.05 2.55 0.083
H -3.20 4.25 -0.08 0.097
H -5.39 1.75 -1.34 0.099
H -2.07 -1.85 -7.88 0.086
H -3.55 -1.09 -8.50 0.087
H 5.47 -2.59 5.77 0.076
H 0.35 4.34 6.14 0.085
H -2.30 -3.80 -10.72 0.085
H 0.48 2.57 5.86 0.066
H -6.15 -1.41 -7.61 0.071
H -7.55 -0.06 -3.73 0.098
H 4.22 -0.42 5.31 0.132
H -2.02 8.85 0.59 0.093
H 0.08 -1.90 3.20 0.060
H 1.57 5.13 4.21 0.069
H 4.86 -2.69 -0.81 0.068
H 0.06 2.34 -5.24 0.088
H -2.37 1.14 8.47 0.081
H 8.50 -4.84 3.96 0.080
H -1.45 1.77 -4.53 0.088
H -7.23 -0.04 -7.24 0.088
H -6.10 0.06 -8.60 0.086
H 0.95 -3.58 1.18 0.066
H -8.51 -2.96 -11.71 0.094
H -0.01 0.73 -4.47 0.094
H -1.10 0.74 10.85 0.083
H 3.59 1.55 4.10 0.141
H 1.60 6.71 0.31 0.071
H 5.60 0.63 3.30 0.109

Record 6
24
Properties=species:S:1:pos:R:3:lowdin_charge:R:1 method="wB97M-V/def2-TZVPD" total_charge=0 orbital_gap_ev="6.4 / 6.5" spin_multiplicity=3 lumo_energy_ev="0.8 / -2.2" e_homo_ev="-5.548 / -8.635"
P -1.78 0.86 1.54 0.979
C -0.40 1.57 -0.99 -0.043
C -0.24 -0.01 1.19 -0.356
C 1.75 0.67 -1.22 -0.081
C 3.12 -0.94 -0.03 -0.034
C -1.61 -0.61 -1.01 -0.054
C 1.87 -0.02 -0.07 -0.243
C 0.81 1.62 -1.68 -0.052
C 1.11 -0.07 1.15 -0.085
C -2.95 -0.52 1.78 -0.347
C -0.92 0.40 -0.07 -0.572
H 0.80 2.47 -2.34 0.100
H -2.62 -0.18 -1.13 0.092
H 3.78 -0.72 -0.77 0.020
H -1.10 2.38 -1.05 0.083
H 2.85 -1.96 0.12 0.073
H -2.72 -1.40 1.23 0.000
H 2.34 0.31 -1.96 0.070
H 1.72 -0.16 2.05 0.098
H 3.70 -0.62 1.00 0.139
H -1.07 -0.76 -1.84 0.038
H -1.84 -1.51 -0.46 0.058
H -3.96 0.02 1.68 0.053
H -2.68 -0.81 2.88 0.064

Record 7
13
Properties=species:S:1:pos:R:3:lowdin_charge:R:1 method="wB97M-V/def2-TZVPD" total_charge=0 orbital_gap_ev=11.2 smiles="C=CCCC#N" lumo_energy_ev=0.8 e_homo_ev=-10.425
N -0.44 -3.50 -0.35 0.134
C 0.70 -0.09 -0.61 -0.157
C -0.25 -0.97 0.23 -0.205
C 0.54 1.35 -0.21 -0.176
C -0.39 1.89 0.52 0.011
C -0.46 -2.37 -0.10 -0.249
H 1.70 -0.33 -0.46 0.098
H 0.29 -0.32 -1.55 0.108
H 1.40 1.90 -0.55 0.097
H -1.20 1.32 0.90 0.044
H -1.31 -0.72 0.20 0.112
H -0.58 2.91 0.71 0.051
H 0.00 -1.05 1.29 0.130